Run A
{
  "formula": "H20NO13",
  "method": "ωB97M-V with the def2-TZVPD basis set",
  "charge": -1,
  "gap_ev": 7.5,
  "elements": ["H", "H", "H", "O", "H", "H", "H", "H", "O", "O", "H", "O", "O", "O", "O", "H", "O", "O", "H", "H", "N", "H", "H", "O", "H", "O", "O", "H", "H", "H", "O", "H", "H", "H"],
  "xyz": [[14.440, 12.337, 13.430], [16.980, 13.936, 11.842], [19.338, 12.523, 15.303], [16.790, 12.475, 13.436], [19.795, 12.338, 12.459], [17.340, 13.066, 14.440], [19.131, 10.351, 15.576], [17.437, 12.916, 15.944], [17.670, 13.503, 15.225], [15.963, 14.278, 13.778], [17.742, 12.720, 9.371], [18.828, 11.867, 13.650], [16.264, 13.484, 11.395], [19.386, 10.059, 14.701], [17.855, 14.412, 12.162], [16.815, 14.148, 14.195], [19.901, 12.901, 15.978], [14.688, 11.875, 12.629], [19.101, 10.941, 11.849], [18.253, 14.957, 12.841], [17.863, 12.071, 12.996], [15.435, 13.537, 14.076], [18.213, 12.021, 10.628], [18.300, 12.005, 9.675], [21.058, 13.062, 12.046], [20.201, 12.790, 11.720], [17.988, 11.946, 11.748], [18.306, 13.571, 12.233], [16.186, 12.646, 11.853], [15.626, 11.713, 12.726], [19.312, 10.012, 11.752], [18.636, 9.558, 12.255], [19.409, 12.790, 16.791], [18.892, 10.625, 14.107]],
  "mulliken_charge": [0.299, 0.584, 0.399, -1.071, 0.330, 0.479, 0.313, 0.341, -0.791, -0.623, 0.264, -0.446, -0.962, -0.756, -0.641, 0.383, -0.588, -0.640, 0.422, 0.323, 0.569, 0.262, 0.801, -0.750, 0.300, -0.554, -0.710, 0.331, 0.434, 0.524, -0.735, 0.292, 0.309, 0.308]
}



Run B
{
  "formula": "H20NO13",
  "method": "ωB97M-V with the def2-TZVPD basis set",
  "charge": -1,
  "gap_ev": 9.5,
  "elements": ["H", "H", "O", "H", "H", "O", "O", "O", "H", "H", "O", "O", "H", "H", "O", "O", "H", "O", "H", "H", "H", "H", "H", "O", "O", "H", "H", "H", "O", "N", "H", "H", "H", "O"],
  "xyz": [[-6.955, -21.044, 14.820], [-7.616, -22.781, 19.949], [-5.210, -24.211, 18.431], [-4.952, -23.595, 20.787], [-8.685, -23.690, 19.344], [-8.065, -23.622, 20.075], [-3.682, -24.711, 15.626], [-5.200, -26.544, 20.850], [-3.453, -24.220, 16.431], [-4.688, -26.923, 21.570], [-4.226, -22.590, 17.377], [-5.624, -23.799, 21.454], [-5.370, -20.637, 18.684], [-4.473, -24.269, 15.308], [-6.126, -26.818, 16.470], [-6.297, -22.406, 17.979], [-7.377, -21.448, 16.225], [-7.831, -26.250, 19.240], [-7.803, -25.846, 18.368], [-2.858, -22.293, 20.050], [-2.715, -20.994, 14.750], [-3.712, -21.466, 15.806], [-5.492, -27.088, 17.139], [-3.051, -23.210, 20.267], [-5.015, -19.877, 19.169], [-2.903, -23.683, 19.440], [-4.692, -26.729, 20.055], [-6.107, -25.856, 16.514], [-7.644, -20.900, 15.474], [-5.241, -23.082, 17.944], [-4.110, -20.131, 19.368], [-5.468, -23.177, 22.170], [-8.042, -27.174, 19.075], [-3.318, -20.668, 15.424]],
  "mulliken_charge": [0.303, 0.302, -0.354, 0.337, 0.268, -0.552, -0.627, -0.538, 0.365, 0.253, -0.756, -0.583, 0.389, 0.281, -0.634, -0.640, 0.340, -0.573, 0.290, 0.297, 0.294, 0.422, 0.326, -0.657, -0.638, 0.303, 0.273, 0.288, -0.660, 0.733, 0.283, 0.245, 0.259, -0.639]
}



The structure shown above that is most stable: run B.